Density functional theory data (ωB97M-V with the def2-TZVPD basis set) for a molecular structure, CFO4RhS.

Properties
HOMO level (spin up / spin down): -8.99 / -10.08 eV
multiplicity: 5
electronic energy: -947.50457 a.u.
expectation value of S²: 6.00
orbital gap (spin up / spin down): 8.67 / 6.23 eV
LUMO level (spin up / spin down): -0.3 / -3.9 eV

Each line ends with the Löwdin charge.
Geometry (Å):
S -1.06 -0.26 -1.45  0.80
F -1.81 -1.52 -0.58  -0.36
O -1.83 0.92 -1.03  -0.45
O 0.31 -0.22 -0.70  -0.72
C 0.60 0.04 1.49  -0.43
O 1.69 0.47 1.26  -0.02
O -0.36 -0.05 2.16  0.22
Rh 2.46 0.62 -1.15  0.95


Density functional theory data (ωB97M-V with the def2-TZVPD basis set) for a single CFOPS molecule.

Properties
HOMO level (spin up / spin down): -10.00 / -10.05 eV
electronic energy: -952.62279 a.u.
orbital gap (spin up / spin down): 6.90 / 7.18 eV
LUMO level (spin up / spin down): -3.1 / -2.9 eV

Each line ends with the Löwdin charge.
Geometry (Å):
C 0.86 -0.30 -0.30  -0.13
O -0.98 1.69 0.01  -0.39
F 1.39 -1.35 0.22  0.03
P -0.75 0.27 0.20  0.23
S -2.28 -1.00 -0.02  0.25


Largest force on an atom (eV/Å)
3.7; 4.5